(1)
Molecular formula: C7H16O
Method: DFT, ωB97M-V with the def2-TZVPD basis set

```
24
Properties=species:S:1:pos:R:3:lowdin_charge:R:1
C 2.65 -0.08 -0.14 -0.149
C 1.53 -0.43 -1.09 -0.172
C -0.14 0.07 -0.72 -0.315
C -1.01 -0.63 -1.76 -0.091
C -0.40 -0.24 0.71 -0.292
C 0.25 0.70 1.72 -0.094
C -2.14 -0.06 0.95 -0.185
O -2.82 0.97 0.25 -0.081
H 3.62 -0.33 -0.58 0.071
H 2.68 1.00 0.05 0.073
H 2.60 -0.64 0.80 0.062
H 1.73 0.05 -2.05 0.088
H 1.56 -1.51 -1.30 0.093
H -0.15 1.15 -0.90 0.126
H -2.02 -0.22 -1.78 0.069
H -0.62 -0.47 -2.77 0.077
H -1.07 -1.71 -1.56 0.085
H -0.20 -1.28 0.95 0.134
H 0.44 1.69 1.31 0.084
H -0.37 0.83 2.61 0.068
H 1.15 0.25 2.15 0.063
H -2.31 0.12 2.02 0.092
H -2.58 -1.03 0.71 0.100
H -2.38 1.81 0.43 0.093
```

Values from the calculation:
Kohn-Sham gap   10.01 eV
HOMO energy   -9.080 eV
SMILES string   CC[C@@H](C)[C@@H](C)CO
Energy   -351.49585 Eh
Energy above the lowest of the compared OMol25 structures with the same formula, charge and spin   1.581 eV



(2)
Molecular formula: C7H16O2S
Method: DFT, ωB97M-V with the def2-TZVPD basis set

```
26
Properties=species:S:1:pos:R:3:lowdin_charge:R:1
C 2.15 -0.48 1.21 -0.054
C 1.13 -0.87 0.13 -0.487
C 0.94 -2.43 0.30 -0.026
C 1.59 -0.66 -1.32 -0.027
C -0.26 -0.29 0.25 -0.496
O -0.97 -0.31 -0.75 0.034
O -0.66 0.29 1.44 0.060
H 2.38 0.53 0.99 0.074
H 3.02 -1.20 1.16 0.119
H 1.88 -0.54 2.25 0.079
H 1.73 -2.89 -0.21 0.063
H 0.91 -2.77 1.33 0.088
H 0.01 -2.75 -0.15 0.086
H 1.11 -1.54 -1.90 0.126
H 1.13 0.24 -1.65 0.066
H 2.63 -0.65 -1.59 0.077
H 0.21 0.61 1.89 0.145
C -1.28 3.29 -0.32 -0.112
C -1.89 2.96 -1.44 -0.099
H -0.22 2.96 -0.26 0.051
H -1.87 3.68 0.51 0.056
H -1.28 2.56 -2.23 0.042
H -2.96 3.39 -1.56 0.083
S -3.48 -1.49 1.04 0.475
H -3.61 -0.24 0.68 -0.253
H -2.33 -1.41 0.19 -0.172
```

Values from the calculation:
Kohn-Sham gap   9.45 eV
HOMO energy   -9.007 eV
SMILES string   CC(C)(C)C(=O)O.C=C.S
Energy   -824.90119 Eh
Energy above the lowest of the compared OMol25 structures with the same formula, charge and spin   0.383 eV



(3)
Molecular formula: C7H16O2S3
Method: DFT, ωB97M-V with the def2-TZVPD basis set

```
28
Properties=species:S:1:pos:R:3:lowdin_charge:R:1
C -2.30 0.44 -1.55 -0.186
C -2.82 0.91 -0.28 -0.734
C -4.15 0.34 0.11 -0.164
S -1.63 0.22 1.02 0.588
S -0.06 1.87 1.36 0.444
S 1.39 1.40 -0.03 0.395
O 2.50 2.28 0.34 -0.399
O 0.82 1.35 -1.37 -0.380
C 2.25 -0.30 0.33 -0.586
C 1.33 -1.36 -0.38 -0.053
C 3.60 -0.32 -0.33 -0.073
C 2.31 -0.31 1.79 -0.116
H -1.32 0.92 -1.85 0.072
H -2.36 -0.64 -1.60 0.087
H -2.96 0.97 -2.32 0.112
H -2.81 2.04 -0.07 0.129
H -4.11 -0.74 0.20 0.074
H -5.01 0.60 -0.43 0.061
H -4.46 0.64 1.12 0.082
H 1.41 -1.40 -1.42 0.066
H 1.61 -2.37 0.04 0.116
H 0.35 -1.20 -0.19 -0.025
H 4.30 0.53 -0.33 0.093
H 3.48 -0.57 -1.41 0.098
H 4.24 -1.10 0.10 0.095
H 2.83 0.47 2.22 0.076
H 1.35 -0.29 2.26 0.050
H 2.70 -1.23 2.03 0.076
```

Values from the calculation:
Kohn-Sham gap   8.67 eV
HOMO energy   -9.316 eV
SMILES string   CC(C)SSS(=O)(=O)C(C)(C)C
Energy   -1621.28742 Eh
Energy above the lowest of the compared OMol25 structures with the same formula, charge and spin   0.000 eV



(4)
Molecular formula: C7H16O3
Method: DFT, ωB97M-V with the def2-TZVPD basis set

```
26
Properties=species:S:1:pos:R:3:lowdin_charge:R:1
O 1.26 -1.82 2.79 -0.248
C 0.23 -1.13 3.22 -0.443
C -1.02 -1.05 2.40 -0.278
O -0.73 -0.93 0.99 -0.146
C -1.90 -0.91 0.21 -0.259
C -1.56 -0.83 -1.26 -0.235
O -0.94 -2.02 -1.68 -0.176
C -0.59 -2.02 -3.04 -0.136
H 1.28 1.22 3.06 0.073
H 0.15 -0.81 4.28 0.048
H -1.62 -0.17 2.71 0.097
H -1.64 -1.96 2.53 0.092
H -2.53 -0.04 0.47 0.118
H -2.50 -1.82 0.39 0.122
H -0.89 0.04 -1.44 0.129
H -2.48 -0.66 -1.84 0.118
H -0.12 -2.98 -3.27 0.085
H -1.49 -1.89 -3.67 0.080
H 0.12 -1.20 -3.27 0.086
C 1.73 2.30 3.07 -0.193
C 2.31 2.72 1.73 -0.197
H 0.91 2.97 3.39 0.048
H 2.48 2.32 3.87 0.050
H 1.53 2.76 0.95 0.056
H 3.09 2.02 1.40 0.062
H 2.77 3.72 1.79 0.048
```

Values from the calculation:
Charge   -1
Multiplicity   2
Kohn-Sham gap (spin up / spin down)   3.30 / 6.44 eV
HOMO energy (spin up / spin down)   0.021 / -3.121 eV
Energy   -501.93416 Eh
Energy above the lowest of the compared OMol25 structures with the same formula, charge and spin   0.899 eV



What is the formula in the fourth record?
C7H16O3



Look up the energy of the first one.
-351.49585 Eh